Entry 1:
Entry from the OMol25 dataset: a cluster of 2 separate species, C6H13O3S3 in total in a non-equilibrium geometry (ωB97M-V/def2-TZVPD).

## Properties
M (g mol⁻¹): 229.37
Maximum force (eV Å⁻¹): 3.05
ΔE to the lowest compared entry with this formula, charge and spin (kcal/mol): 0.0
Charge: -1

The geometry in XYZ format:
```
25
Properties=species:S:1:pos:R:3:forces:R:3
C -1.82269 -1.67605 1.00162 0.7 2.9 0.5
C 1.83063 1.42290 1.38823 0.3 0.6 -0.4
C -0.37090 -0.23581 -1.40571 0.2 -0.9 0.7
C -0.80452 -0.49072 1.09109 0.2 -0.6 2.5
C 1.38887 0.78465 0.09026 -1.1 0.5 -0.8
C -0.07617 0.23629 0.02726 1.1 -0.9 -1.2
O 2.69228 -0.65705 -1.91352 -0.4 0.1 -0.3
O 4.05378 0.61679 -0.34181 -0.9 -0.6 0.1
O 2.97926 -1.49907 0.34763 -0.3 0.5 0.1
S -1.44098 1.19524 0.85122 0.2 0.3 -0.2
S -4.21528 0.67810 -1.85762 2.0 -1.4 0.1
S 2.93811 -0.32783 -0.52160 -0.4 1.1 0.4
H -1.26594 -2.52350 0.78116 0.7 -2.0 0.1
H -2.43599 -1.64234 1.89292 0.5 -0.6 0.7
H -2.57352 -1.53882 0.28181 -0.7 0.4 -1.6
H 2.74613 1.95015 1.05509 -0.6 0.3 0.8
H 2.14479 0.73829 2.14687 0.3 -0.9 0.3
H 1.04319 2.01658 1.89028 0.4 0.2 -0.7
H 0.41388 -1.02518 -1.62653 -1.3 0.4 0.3
H -1.42473 -0.57963 -1.30678 0.9 -0.2 -1.0
H -0.20873 0.47510 -2.23110 -0.4 0.2 0.7
H -0.25470 -0.55680 2.10770 -0.7 0.1 -1.8
H 1.18463 1.61729 -0.68224 1.3 -1.0 0.9
H -3.30486 1.40301 -1.14521 -0.4 -0.2 -0.2
H -3.21654 -0.38161 -1.92105 -1.8 1.6 0.0
```
Positions in Å, forces in eV/Å.

Entry 2:
Entry from the OMol25 dataset: a cluster of 3 separate species, C6H13O4 in total in a non-equilibrium geometry (ωB97M-V/def2-TZVPD).

## Properties
M (g mol⁻¹): 149.17
Maximum force (eV Å⁻¹): 2.02
ΔE to the lowest compared entry with this formula, charge and spin (kcal/mol): 0.0
Charge: -1

The geometry in XYZ format:
```
23
Properties=species:S:1:pos:R:3:forces:R:3
O -0.32818 2.36899 0.82550 0.2 -1.0 0.2
C -0.35758 1.26228 1.49299 0.3 1.3 -0.3
O -1.29030 0.87958 2.19094 -0.1 -0.6 0.2
C 0.96433 0.46107 1.45139 0.2 0.2 0.4
C 0.83495 -1.04159 1.60842 -0.4 -0.6 0.5
C 0.24170 -1.84809 0.47265 1.3 1.5 0.2
C -0.15617 -1.29932 -0.66477 -0.4 -1.4 -0.8
C -0.50128 -2.18939 -1.85494 -0.1 0.5 -0.1
H 1.54929 0.80671 2.31196 -0.2 0.1 0.2
H 1.58389 0.79982 0.62048 -0.2 -0.4 -0.4
H 1.79916 -1.49964 1.86400 0.1 0.1 -0.2
H 0.24259 -1.22730 2.51643 -0.1 0.1 -0.1
H 0.45895 -2.90968 0.53509 -0.6 -0.2 0.0
H -0.19956 -0.24158 -0.87911 0.1 0.2 0.5
H -1.25591 -2.95102 -1.65741 0.1 -0.1 0.3
H 0.40561 -2.68307 -2.21022 -0.1 0.0 -0.2
H -0.91967 -1.59032 -2.66833 0.2 0.0 -0.1
H 1.08170 2.52576 -0.34466 -0.7 0.4 -0.4
H 0.58095 2.73155 -1.79759 -0.2 0.0 0.3
O 1.35854 2.82148 -1.24341 0.8 -0.1 -0.1
H -1.65275 2.11693 -0.33890 -0.1 -0.4 0.1
H -2.09444 0.91634 -1.26662 0.2 0.0 0.3
O -2.34581 1.79046 -0.96387 -0.2 0.4 -0.4
```
Positions in Å, forces in eV/Å.

Entry 3:
Entry from the OMol25 dataset: a structure of composition C6H13O4Pr in a non-equilibrium geometry (ωB97M-V/def2-TZVPD).

## Properties
M (g mol⁻¹): 290.07
Maximum force (eV Å⁻¹): 2.41
<S²>: 3.75
Spin multiplicity: 4
ΔE to the lowest compared entry with this formula, charge and spin (kcal/mol): 2.3
Charge: +1

The geometry in XYZ format:
```
24
Properties=species:S:1:pos:R:3:forces:R:3
C -0.06669 -0.99747 0.78613 -0.5 -0.4 -0.2
O -0.62715 0.18533 1.30671 -1.6 0.5 0.0
H -0.43540 -1.18524 -0.23770 0.3 0.2 0.0
H 1.02748 -0.89462 0.80127 -0.5 -0.1 0.0
H -0.38638 -1.88881 1.35225 0.3 0.2 0.1
O -2.34765 -3.53609 -2.29422 -0.5 -0.3 -0.2
C -1.70084 -3.01659 -3.19580 1.1 0.4 0.6
C -1.68757 -1.52979 -3.36185 0.2 0.0 -0.5
O -2.57557 -0.88648 -2.55004 -0.9 -0.7 0.7
C -2.07250 0.37082 1.02131 2.4 -0.3 0.4
C -2.93623 -0.57192 1.83152 0.1 0.4 0.4
O -3.04424 -1.84138 1.18707 -0.2 -0.1 -0.5
C -3.35379 -2.90099 2.08369 0.0 -0.1 0.5
Pr -4.03222 -2.07868 -1.18193 0.8 0.7 -0.6
H -0.97967 -3.62070 -3.77926 -0.4 0.0 -0.1
H -1.82124 -1.34946 -4.45360 0.0 0.1 0.3
H -0.62876 -1.23377 -3.16211 -0.2 -0.2 -0.1
H -2.29235 1.39863 1.34136 0.1 -0.3 -0.3
H -2.13527 0.24381 -0.07359 -0.6 0.2 0.2
H -3.93827 -0.14464 1.99681 0.1 -0.1 -0.2
H -2.49235 -0.71089 2.83008 0.0 0.1 -0.3
H -3.44209 -3.81793 1.49351 0.0 0.1 0.2
H -2.53742 -3.01533 2.81242 -0.2 -0.1 -0.2
H -4.28788 -2.68617 2.62403 0.2 -0.2 -0.1
```
Positions in Å, forces in eV/Å.

Entry 4:
Entry from the OMol25 dataset: a structure of composition C6H13O5Tl in a non-equilibrium geometry (ωB97M-V/def2-TZVPD).

## Properties
M (g mol⁻¹): 369.55
Maximum force (eV Å⁻¹): 3.73
<S²>: 0.76
Spin multiplicity: 2
ΔE to the lowest compared entry with this formula, charge and spin (kcal/mol): 28.2
Charge: +1

The geometry in XYZ format:
```
25
Properties=species:S:1:pos:R:3:forces:R:3
O -1.82851 0.81863 -0.99453 -1.8 -0.2 -1.3
C -0.52181 1.20589 -0.98226 1.6 0.2 -1.3
C 0.21652 1.13067 0.33346 1.1 -0.5 0.0
O -0.75083 1.18003 1.39334 2.5 2.0 1.1
C -0.40753 0.60186 2.65277 0.7 -0.3 0.9
C -1.72849 0.26938 3.34857 1.2 1.5 1.2
O -2.58839 -0.42540 2.50397 -1.3 -1.7 1.4
Tl -2.36767 0.12796 0.70204 -3.2 -1.3 -1.5
H -0.45246 2.22766 -1.39392 0.1 -0.6 -0.3
H 0.95295 1.94095 0.44449 -0.3 -0.2 -0.1
H 0.75786 0.16993 0.42643 -0.1 0.2 0.1
H 0.20858 1.30107 3.23841 -0.3 -0.2 -0.2
H 0.17192 -0.32060 2.47420 -0.1 0.2 0.0
H -2.18116 1.22049 3.69741 0.0 -0.4 -0.2
H -1.48047 -0.31073 4.25831 -0.4 0.0 -0.5
H -0.07810 0.05338 -1.88689 0.6 0.4 -0.4
O -0.07525 -2.29357 -2.10688 -0.5 0.3 0.4
C 2.46298 -0.89114 -2.02478 0.2 -0.1 0.2
O 1.59959 -1.07073 -3.13133 -0.8 0.6 0.2
C 0.26066 -1.15313 -2.81580 0.7 0.3 0.2
H 3.46849 -0.71917 -2.42266 -0.3 0.0 0.1
H 2.14041 -0.01590 -1.43563 0.2 -0.1 -0.2
H 2.48102 -1.77528 -1.36822 0.0 0.2 -0.2
H -0.31294 -1.12224 -3.74753 0.0 0.3 0.4
H 0.05262 -2.15001 -1.16297 0.2 -0.2 -0.1
```
Positions in Å, forces in eV/Å.

Entry 5:
Entry from the OMol25 dataset: a cluster of 2 separate species, C6H13OP in total in a non-equilibrium geometry (ωB97M-V/def2-TZVPD).

## Properties
M (g mol⁻¹): 132.14
Maximum force (eV Å⁻¹): 3.68
SMILES: C[C@@H]1C[C@H]1C.CP=O
ΔE to the lowest compared entry with this formula, charge and spin (kcal/mol): 52.9

The geometry in XYZ format:
```
21
Properties=species:S:1:pos:R:3:forces:R:3
C -0.10144 0.09163 0.61112 -1.5 1.8 -1.2
C 0.07198 0.43545 -0.94180 -0.7 1.0 2.0
C 0.30948 1.45288 0.16889 1.4 -1.6 0.3
C -1.13556 0.60990 -1.85630 0.1 -1.7 -0.6
C 1.75462 1.91985 0.24717 -1.5 -0.3 -3.1
C -0.55034 -2.80584 0.80185 -2.8 -2.3 -0.7
O 0.27351 -2.97140 -1.71566 1.0 0.8 0.5
P 0.82437 -2.33641 -0.47347 -2.4 -1.9 -0.3
H -1.08718 -0.00375 1.10481 0.5 0.0 -0.9
H 0.64004 -0.41995 1.11402 1.5 -1.1 0.8
H 1.04579 0.22487 -1.32892 0.1 -0.7 -0.6
H -0.41086 2.17448 0.23907 -1.8 1.9 0.2
H -1.62681 1.52776 -1.61535 -0.3 0.7 0.0
H -1.88815 -0.20142 -1.62220 0.8 0.7 -0.8
H -0.84581 0.62179 -2.96470 -0.5 -0.2 1.7
H 2.30594 1.04658 -0.03337 0.9 -0.4 0.2
H 2.22817 2.44765 1.02270 -0.1 0.6 1.4
H 1.72835 2.52502 -0.68804 0.9 0.2 0.7
H -0.42365 -3.79684 1.32413 0.7 0.9 -0.6
H -0.67901 -2.09045 1.53507 0.5 1.4 1.9
H -1.76113 -2.94004 0.58880 3.1 0.4 -0.8
```
Positions in Å, forces in eV/Å.

Entry 6:
Entry from the OMol25 dataset: a structure of composition C6H13PS in a non-equilibrium geometry (ωB97M-V/def2-TZVPD).

## Properties
M (g mol⁻¹): 148.21
Maximum force (eV Å⁻¹): 4.69
ΔE to the lowest compared entry with this formula, charge and spin (kcal/mol): 100.3

The geometry in XYZ format:
```
21
Properties=species:S:1:pos:R:3:forces:R:3
C 1.51744 1.21150 -1.10070 -2.0 0.8 0.4
C 1.24006 1.93047 0.16212 -3.3 1.4 1.8
C 0.85955 0.50330 -0.00156 -1.7 -2.2 1.1
C -1.64715 0.49138 1.66013 -2.9 0.4 0.4
C 1.86519 -1.82774 -0.63456 3.6 0.8 1.5
C -2.92876 -0.92663 -0.55086 3.8 0.6 2.7
P -1.36391 -0.40081 0.08352 -0.2 -0.1 0.6
S 1.71881 -0.80881 0.88305 0.0 0.9 -1.0
H 0.84285 1.43442 -1.88655 -0.1 0.3 -1.0
H 2.51094 1.07911 -1.27933 2.5 -0.7 -0.9
H 1.94313 2.12610 0.94668 0.8 0.1 -0.2
H 0.32912 2.62841 0.29142 1.6 -0.9 -0.7
H -2.55800 -0.03960 2.27225 2.6 1.1 -1.4
H -2.11595 1.50880 1.33900 1.1 -1.5 0.7
H -0.70349 0.63206 2.21778 -0.7 -0.1 -0.2
H 0.99804 -2.35771 -0.65004 -2.3 -1.8 -0.6
H 2.79115 -2.46945 -0.48980 -1.3 0.6 -0.4
H 1.98165 -1.14091 -1.46648 0.1 -0.3 -0.1
H -3.52125 -0.22115 -0.92447 -2.9 3.0 -1.2
H -2.77103 -1.65271 -1.25119 0.4 -2.3 -1.8
H -0.98837 -1.70002 0.37958 0.9 -0.1 0.3
```
Positions in Å, forces in eV/Å.

Entry 7:
Entry from the OMol25 dataset: a cluster of 2 separate species, C6H13PS in total in a non-equilibrium geometry (ωB97M-V/def2-TZVPD).

## Properties
M (g mol⁻¹): 148.21
Maximum force (eV Å⁻¹): 3.48
ΔE to the lowest compared entry with this formula, charge and spin (kcal/mol): 83.5

The geometry in XYZ format:
```
21
Properties=species:S:1:pos:R:3:forces:R:3
C -3.09142 0.60775 -0.78873 1.8 -1.1 -0.3
C 1.95489 0.57956 1.45051 2.3 0.1 -0.4
C 0.45868 1.12471 -1.45054 -1.5 1.6 0.3
C -1.26143 -2.17887 0.41242 -0.6 3.1 1.4
C 1.61787 -0.24665 0.21215 2.1 2.2 -1.5
C 0.23371 0.16573 -0.30271 0.2 -0.6 0.1
P -0.74577 -1.14677 -1.02692 -1.5 -1.5 -1.4
S -2.93353 1.05355 0.68020 -0.6 0.5 0.8
H -3.60281 0.94759 -1.66557 -0.4 0.1 -0.3
H 1.53184 1.57399 1.22055 0.6 -0.2 0.6
H 1.45596 0.16731 2.30307 -0.2 -0.1 0.7
H 3.13484 0.61866 1.66476 -2.7 0.1 -0.4
H 1.13265 0.81229 -2.22548 0.1 -0.9 -0.4
H -0.59852 1.22043 -1.88112 1.6 1.1 0.1
H 1.00553 2.03190 -1.06222 -1.3 -0.3 -0.4
H -2.07714 -1.47065 0.92451 1.2 -1.8 -0.8
H -0.43010 -2.06786 1.10709 0.1 -0.4 0.3
H -1.53908 -3.21835 0.32874 -0.3 0.0 -0.4
H 1.82828 -1.28332 0.27529 -0.2 -1.1 0.5
H 2.41075 0.11522 -0.62232 -1.8 -0.9 1.7
H -0.48523 0.59379 0.44631 1.1 0.0 -0.1
```
Positions in Å, forces in eV/Å.

Entry 8:
Entry from the OMol25 dataset: a cluster of 2 separate species, C6H14 in total in a non-equilibrium geometry (ωB97M-V/def2-TZVPD).

## Properties
M (g mol⁻¹): 86.18
Maximum force (eV Å⁻¹): 5.56
ΔE to the lowest compared entry with this formula, charge and spin (kcal/mol): 198.5

The geometry in XYZ format:
```
20
Properties=species:S:1:pos:R:3:forces:R:3
C -1.81827 0.78123 1.28336 1.3 5.0 -2.0
C -0.24014 0.89194 1.17857 -0.7 -0.1 3.5
C 0.45970 -0.38271 0.97838 0.3 -0.8 0.3
C 0.54041 -1.31376 -0.24363 -1.1 0.4 -1.7
C 1.24850 -0.56873 -1.47919 -2.5 -4.3 -1.2
C 0.27745 0.44383 -1.94954 -0.9 0.6 0.6
H -2.29690 0.63694 0.32092 -0.4 -0.4 0.0
H -1.97737 -0.04841 2.01942 -0.2 0.0 -0.2
H -2.13408 1.77883 1.72431 -0.2 -1.1 -0.6
H 0.04725 1.79911 0.59631 -0.6 -0.7 -0.2
H 0.04333 1.23987 2.27866 -0.4 -0.7 -2.1
H 1.10249 -0.49363 1.84179 0.5 -0.8 -0.5
H -1.93482 -0.65056 2.66261 0.8 -2.2 1.4
H -0.48446 -1.53820 -0.69235 0.8 0.4 0.9
H 0.95640 -2.32942 -0.19368 0.3 0.6 1.1
H 2.04727 -0.14790 -1.09677 4.2 2.3 1.7
H 1.60536 -1.32385 -2.22950 -0.4 0.5 0.5
H 0.75071 1.37729 -2.34090 -0.6 -0.8 -0.1
H -0.01447 0.63346 -0.86815 -1.2 1.0 -2.5
H -0.51657 -0.04439 -2.63042 1.0 1.2 1.3
```
Positions in Å, forces in eV/Å.

Entry 9:
Entry from the OMol25 dataset: a structure of composition C6H14AuClO2Rh in a non-equilibrium geometry (ωB97M-V/def2-TZVPD).

## Properties
M (g mol⁻¹): 453.50
Maximum force (eV Å⁻¹): 3.05
<S²>: 12.02
Spin multiplicity: 7
ΔE to the lowest compared entry with this formula, charge and spin (kcal/mol): 60.1
Charge: -1

The geometry in XYZ format:
```
25
Properties=species:S:1:pos:R:3:forces:R:3
Rh 1.49429 -1.27691 -2.84201 -0.2 0.5 1.5
Cl 2.48859 -3.15011 -2.23947 0.7 -1.0 0.1
C 2.22303 0.57697 -2.29560 1.2 2.5 0.1
C -0.47715 -1.37715 -3.23045 -2.7 0.2 -1.3
H 2.36473 1.09683 -3.26014 0.0 -0.1 -0.1
H 1.72002 1.36402 -1.67398 -0.4 -1.3 -0.3
H 3.22452 0.54128 -1.83860 -0.1 -0.4 -0.1
H -0.51799 -1.04909 -4.28644 -0.1 -0.1 -0.1
H -1.23255 -0.74874 -2.69496 1.1 -0.3 0.1
H -0.89319 -2.39046 -3.19338 0.3 -0.1 0.1
Au -0.83262 -0.64234 0.61865 0.5 -1.1 -0.8
C -1.79025 -1.73086 2.16071 -0.9 0.3 0.3
C -0.80682 1.98317 0.17191 0.8 -1.2 -0.4
H -2.78784 -1.22555 2.12960 0.5 -0.5 0.3
H -1.91397 -2.81452 1.92994 0.2 0.8 0.1
H -1.33622 -1.57964 3.16018 -0.2 -0.1 -0.4
H -1.51486 1.81579 -0.66867 0.4 0.0 1.3
H 0.06311 2.51081 -0.08552 1.3 0.4 -0.3
C 0.80272 0.79500 2.96709 0.8 -0.2 0.1
O -0.40729 1.55656 2.76454 -0.3 -0.1 -1.6
C -1.12346 1.71016 1.55244 -1.9 2.2 0.0
O -2.25659 2.28857 1.60681 0.6 -1.5 2.1
H 0.70726 0.21032 3.89962 -0.4 0.3 -0.4
H 1.66234 1.47093 3.14765 -0.5 0.1 -0.2
H 1.14020 0.06494 2.20007 -0.9 0.7 0.0
```
Positions in Å, forces in eV/Å.

Entry 10:
Entry from the OMol25 dataset: the ion C6H14BN3O2P with charge +1 in a non-equilibrium geometry (ωB97M-V/def2-TZVPD).

## Properties
M (g mol⁻¹): 201.98
Maximum force (eV Å⁻¹): 8.85
SMILES: CCOB(O)c1[nH]nc[n+]1P(C)C
ΔE to the lowest compared entry with this formula, charge and spin (kcal/mol): 158.5
Charge: +1

The geometry in XYZ format:
```
27
Properties=species:S:1:pos:R:3:forces:R:3
C -1.07301 2.55356 -2.21106 0.1 -0.2 0.6
C -1.22824 2.02636 -0.65771 -1.6 1.0 -0.9
O 0.06248 1.92318 0.07244 -1.7 -3.0 3.1
B -0.26200 1.07511 1.26147 -1.9 2.1 -1.3
O -1.57962 1.22167 1.95109 2.7 -2.1 -2.1
C 0.75716 -0.07737 1.84280 2.4 -1.3 1.6
N 1.46180 0.04740 3.20597 -1.4 -4.7 -7.4
N 2.25677 -1.11695 3.29189 -0.5 -2.2 -3.4
C 2.12208 -2.02927 2.06412 -2.0 5.6 2.6
N 1.14702 -1.35039 1.12474 1.3 3.6 6.1
P 0.71063 -2.02660 -0.46602 0.6 -1.5 -1.7
C 1.42938 -0.83478 -1.77365 0.4 1.7 0.1
C -1.16737 -2.30783 -0.66784 -2.0 0.1 -0.4
H -1.57673 3.62829 -2.30530 1.2 -2.5 0.1
H -1.63043 1.76540 -2.90032 1.3 1.9 1.3
H 0.07425 2.61328 -2.47796 -2.4 -0.1 0.4
H -1.91280 2.81603 -0.09162 1.4 -2.1 -1.1
H -1.68574 0.94258 -0.66477 0.5 2.3 0.0
H -2.06795 0.34270 1.92192 0.8 1.5 0.5
H 1.40429 0.83887 3.90770 0.3 -1.5 -1.0
H 2.68873 -3.03743 1.86734 -1.3 2.3 0.6
H 2.57822 -0.67982 -1.49677 -2.5 -0.6 -0.6
H 1.34567 -1.34119 -2.83914 0.1 1.0 2.3
H 0.96091 0.25686 -1.74363 0.8 -2.4 -0.3
H -1.81151 -2.08515 0.29060 1.4 -0.4 -1.8
H -1.66103 -1.70773 -1.56610 1.2 -1.0 1.9
H -1.34296 -3.45675 -0.94021 0.7 2.5 0.8
```
Positions in Å, forces in eV/Å.